--- a ---
{"formula": "C2H9NS", "method": "ωB97M-V/def2-TZVPD", "elements": ["H", "H", "C", "C", "S", "H", "H", "H", "H", "N", "H", "H", "H"], "xyz": [[-0.35, 0.37, -3.03], [-0.62, 1.06, -2.97], [1.89, 1.17, 0.56], [0.77, 0.51, -0.11], [0.75, 0.23, 1.69], [2.87, 0.70, 0.63], [1.90, 2.20, 0.85], [0.88, -0.34, -0.77], [-0.04, 1.13, -0.47], [-2.16, -1.99, 0.99], [-1.63, -1.57, 1.75], [-2.80, -1.30, 0.61], [-1.46, -2.17, 0.27]], "multiplicity": 1, "e_homo_ev": -8.894, "orbital_gap_ev": 9.866}


--- b ---
{"formula": "C2H9NS", "method": "ωB97M-V/def2-TZVPD", "elements": ["C", "N", "C", "H", "H", "H", "H", "H", "H", "H", "S", "H", "H"], "xyz": [[-2.03, 1.52, -0.39], [-0.66, 1.88, 0.02], [0.43, 0.95, -0.30], [-2.00, 1.05, -1.38], [-2.35, 0.72, 0.27], [-2.67, 2.39, -0.31], [-0.50, 2.62, -0.67], [0.13, 0.00, 0.16], [1.37, 1.44, -0.07], [0.41, 0.67, -1.36], [2.46, -4.25, 1.53], [3.73, -4.21, 1.95], [1.70, -4.78, 0.55]], "multiplicity": 1, "e_homo_ev": -8.911, "orbital_gap_ev": 9.178}


The data favor a; the next most stable structure lies 0.814 eV above it.


--- a ---
{"formula": "C2H9NS", "method": "ωB97M-V/def2-TZVPD", "elements": ["H", "H", "C", "C", "S", "H", "H", "H", "H", "N", "H", "H", "H"], "xyz": [[-0.98, -0.57, -4.16], [-0.33, -0.24, -4.22], [-0.68, 1.01, 0.26], [-0.83, 0.49, 1.59], [-0.84, 2.37, 1.66], [0.23, 1.02, -0.22], [-1.54, 1.13, -0.45], [-0.06, -0.03, 2.23], [-1.83, 0.21, 1.91], [1.47, -1.09, 0.32], [1.09, -2.03, 0.29], [2.08, -1.27, 1.17], [2.22, -0.99, -0.37]], "multiplicity": 1, "e_homo_ev": -8.290, "orbital_gap_ev": 9.136}


--- b ---
{"formula": "C2H9NS", "method": "ωB97M-V/def2-TZVPD", "elements": ["C", "N", "C", "H", "H", "H", "H", "H", "H", "H", "S", "H", "H"], "xyz": [[0.73, 0.06, -0.50], [-0.71, 0.06, -0.78], [-0.95, 0.93, -1.95], [1.06, -0.11, 0.53], [1.12, 1.09, -0.55], [1.23, -0.58, -1.22], [-1.16, 0.48, 0.02], [-0.71, 1.94, -1.61], [-0.25, 0.63, -2.74], [-1.90, 0.91, -2.48], [0.31, -1.13, 3.89], [0.77, -2.00, 2.89], [0.45, -2.27, 4.51]], "multiplicity": 1, "e_homo_ev": -8.937, "orbital_gap_ev": 9.815}


The data favor b; the next most stable structure lies 0.927 eV above it.


--- a ---
{"formula": "C2H9NS", "method": "ωB97M-V/def2-TZVPD", "elements": ["N", "H", "H", "H", "H", "C", "C", "S", "H", "H", "H", "H", "H"], "xyz": [[-0.99, -1.70, 0.30], [-0.94, -0.70, 0.72], [-4.44, 0.34, -3.35], [-0.16, -2.26, 0.57], [-1.73, -2.12, 0.89], [1.48, 1.51, 0.16], [2.07, 0.20, 0.76], [2.85, 1.72, 1.41], [-4.57, 0.19, -2.57], [1.55, 1.56, -1.01], [0.62, 2.01, 0.42], [2.74, -0.36, 0.18], [1.54, -0.38, 1.55]], "multiplicity": 1, "e_homo_ev": -8.881, "orbital_gap_ev": 9.756}


--- b ---
{"formula": "C2H9NS", "method": "ωB97M-V/def2-TZVPD", "elements": ["C", "N", "C", "H", "H", "H", "H", "H", "H", "H", "S", "H", "H"], "xyz": [[0.84, -0.21, 1.69], [1.15, 0.11, 0.30], [1.79, -1.06, -0.39], [1.09, 0.63, 2.34], [-0.09, -0.74, 1.86], [1.57, -0.97, 2.06], [1.92, 0.77, 0.20], [2.48, -1.53, 0.31], [2.17, -0.70, -1.34], [1.02, -1.81, -0.62], [-1.99, 0.60, -0.79], [-1.62, 0.83, -2.07], [-0.97, 0.48, 0.05]], "multiplicity": 1, "e_homo_ev": -9.215, "orbital_gap_ev": 10.185}


The data favor b; the next most stable structure lies 1.124 eV above it.


--- a ---
{"formula": "HN2O3P", "method": "ωB97M-V/def2-TZVPD", "elements": ["N", "N", "O", "O", "O", "P", "H"], "xyz": [[-0.74, 2.07, -0.40], [0.52, -1.91, 0.10], [-1.26, 2.79, -1.21], [0.74, -2.10, 1.25], [0.41, -2.56, -0.87], [-0.26, 0.63, -0.02], [0.59, 1.08, 1.14]], "multiplicity": 1, "e_homo_ev": [-9.674, -9.022], "orbital_gap_ev": [8.971, 7.286]}


--- b ---
{"formula": "HN2O3P", "method": "ωB97M-V/def2-TZVPD", "elements": ["O", "N", "P", "O", "N", "O", "H"], "xyz": [[-2.41, 0.05, 2.77], [-1.78, 0.22, 1.75], [-0.77, 0.41, 0.65], [1.23, -0.28, -2.79], [0.91, 0.11, -1.73], [1.58, -0.54, -0.64], [1.23, 0.04, -0.02]], "multiplicity": 1, "e_homo_ev": [-10.002, -10.004], "orbital_gap_ev": [9.181, 9.183]}


The data favor b; the next most stable structure lies 1.448 eV above it.


--- a ---
{"formula": "C6H15N", "method": "ωB97M-V/def2-TZVPD", "elements": ["C", "C", "C", "C", "N", "C", "C", "H", "H", "H", "H", "H", "H", "H", "H", "H", "H", "H", "H", "H", "H", "H"], "xyz": [[2.56, 0.63, 0.40], [1.23, 0.83, -0.31], [0.19, -0.26, 0.03], [0.47, -1.49, -0.83], [-1.15, 0.29, -0.16], [-1.56, 1.07, 0.99], [-2.19, -0.66, -0.49], [3.01, -0.32, 0.14], [2.42, 0.66, 1.48], [3.25, 1.43, 0.13], [1.38, 0.84, -1.39], [0.82, 1.81, -0.04], [0.33, -0.56, 1.09], [-0.14, -2.34, -0.54], [1.51, -1.78, -0.71], [0.30, -1.27, -1.88], [-1.76, 0.43, 1.87], [-2.47, 1.61, 0.75], [-0.79, 1.79, 1.25], [-1.97, -1.15, -1.44], [-2.33, -1.43, 0.28], [-3.12, -0.12, -0.61]], "multiplicity": 1, "e_homo_ev": -8.391, "orbital_gap_ev": 9.550}


--- b ---
{"formula": "C6H15N", "method": "ωB97M-V/def2-TZVPD", "elements": ["C", "C", "C", "C", "C", "C", "N", "H", "H", "H", "H", "H", "H", "H", "H", "H", "H", "H", "H", "H", "H", "H"], "xyz": [[-1.68, 2.05, 1.03], [-0.13, 1.80, 1.08], [0.19, 0.30, 1.33], [-0.47, -0.63, 0.34], [0.03, -0.40, -1.16], [1.34, -1.13, -1.37], [1.16, -2.56, -1.38], [-1.97, 2.33, 0.01], [-2.10, 2.82, 1.67], [-2.12, 1.07, 1.17], [0.22, 2.39, 1.94], [0.34, 2.18, 0.20], [-0.14, 0.03, 2.33], [1.26, 0.20, 1.07], [-0.15, -1.67, 0.53], [-1.57, -0.65, 0.30], [-0.09, 0.65, -1.38], [-0.74, -0.93, -1.78], [1.91, -0.77, -2.27], [1.99, -0.98, -0.50], [0.86, -2.99, -2.24], [1.86, -3.11, -0.92]], "multiplicity": 1, "e_homo_ev": -8.962, "orbital_gap_ev": 10.157}


--- c ---
{"formula": "C6H15N", "method": "ωB97M-V/def2-TZVPD", "elements": ["C", "C", "C", "C", "N", "C", "C", "H", "H", "H", "H", "H", "H", "H", "H", "H", "H", "H", "H", "H", "H", "H"], "xyz": [[-0.86, -0.53, -1.09], [-0.25, -1.86, -0.83], [-0.97, -2.85, 0.06], [0.88, -1.10, -0.08], [0.48, 1.52, 0.18], [1.04, 2.74, -0.35], [-0.27, 1.79, 1.38], [-0.38, 0.40, -1.39], [-1.95, -0.37, -1.06], [1.72, -1.75, 0.22], [0.05, -2.35, -1.76], [-1.96, -2.51, 0.38], [-0.37, -3.08, 0.94], [-1.20, -3.80, -0.44], [1.39, -0.42, -0.74], [0.45, -0.73, 0.84], [1.96, 2.49, -0.88], [0.34, 3.30, -0.98], [1.28, 3.45, 0.46], [-0.44, 0.85, 1.91], [0.30, 2.50, 2.00], [-1.23, 2.31, 1.25]], "multiplicity": 1, "e_homo_ev": -6.586, "orbital_gap_ev": 5.391}


The data favor a; the next most stable structure lies 0.389 eV above it.


--- a ---
{"formula": "C6H15N", "method": "ωB97M-V/def2-TZVPD", "elements": ["C", "C", "C", "C", "N", "C", "C", "H", "H", "H", "H", "H", "H", "H", "H", "H", "H", "H", "H", "H", "H", "H"], "xyz": [[-0.17, -2.80, 0.74], [-0.66, -1.52, 1.61], [-0.83, -0.33, 0.69], [0.52, 0.38, 0.37], [0.19, 1.59, -0.45], [1.44, 2.28, -0.89], [-0.70, 1.35, -1.54], [-0.66, -3.74, 1.08], [-0.26, -2.82, -0.33], [0.89, -2.76, 0.89], [0.00, -1.31, 2.51], [-1.64, -1.85, 2.18], [-1.61, 0.36, 0.96], [-1.34, -0.65, -0.22], [1.06, 0.77, 1.26], [1.31, -0.26, -0.13], [1.53, 3.32, -0.45], [1.55, 2.44, -1.93], [2.34, 1.78, -0.64], [-0.43, 1.82, -2.46], [-1.74, 1.69, -1.18], [-0.78, 0.26, -2.07]], "multiplicity": 1, "e_homo_ev": -8.391, "orbital_gap_ev": 9.484}


--- b ---
{"formula": "C6H15N", "method": "ωB97M-V/def2-TZVPD", "elements": ["C", "C", "C", "C", "C", "C", "N", "H", "H", "H", "H", "H", "H", "H", "H", "H", "H", "H", "H", "H", "H", "H"], "xyz": [[1.23, -0.45, -1.48], [-0.21, 0.02, -1.40], [-0.33, 1.28, -0.51], [0.04, 1.21, 0.96], [-0.54, 0.02, 1.77], [0.37, -1.23, 1.82], [-0.67, 0.39, -2.60], [1.60, -1.21, -0.79], [1.87, 0.43, -1.37], [1.44, -0.89, -2.45], [-1.06, -0.99, -1.16], [-1.35, 1.70, -0.59], [0.28, 2.00, -1.06], [-0.21, 2.09, 1.54], [1.13, 1.16, 1.12], [-1.46, -0.43, 1.38], [-0.72, 0.46, 2.76], [0.33, -1.71, 0.84], [1.36, -0.82, 2.01], [0.20, -1.96, 2.61], [-1.67, 0.55, -2.39], [-1.63, -1.61, -1.01]], "multiplicity": 1, "e_homo_ev": -8.638, "orbital_gap_ev": 8.105}


The data favor a; the next most stable structure lies 2.552 eV above it.


--- a ---
{"formula": "C6H15N", "method": "ωB97M-V/def2-TZVPD", "elements": ["C", "C", "C", "N", "C", "C", "C", "H", "H", "H", "H", "H", "H", "H", "H", "H", "H", "H", "H", "H", "H", "H"], "xyz": [[0.15, -0.11, 2.96], [0.25, -0.90, 1.71], [0.82, 0.06, 0.61], [-0.10, 0.19, -0.60], [-0.98, 1.48, -0.47], [0.52, 0.02, -1.89], [-0.55, -0.87, -2.65], [-0.49, 0.74, 2.96], [1.25, 0.12, 3.40], [-0.18, -0.84, 3.75], [-0.85, -1.27, 1.45], [0.94, -1.89, 1.75], [1.84, -0.22, 0.42], [0.94, 1.15, 1.14], [-1.76, 1.33, 0.21], [-0.34, 2.37, -0.34], [-1.46, 1.62, -1.42], [0.85, 0.91, -2.45], [1.43, -0.62, -1.82], [0.10, -1.14, -3.58], [-1.38, -0.43, -3.13], [-0.99, -1.70, -2.01]], "multiplicity": 1, "e_homo_ev": -8.224, "orbital_gap_ev": 9.377}


--- b ---
{"formula": "C6H15N", "method": "ωB97M-V/def2-TZVPD", "elements": ["C", "C", "C", "C", "C", "C", "N", "H", "H", "H", "H", "H", "H", "H", "H", "H", "H", "H", "H", "H", "H", "H"], "xyz": [[1.66, -0.80, 2.27], [1.69, -1.51, 0.93], [0.60, -1.08, -0.12], [-0.13, 0.23, 0.20], [-0.71, 0.86, -1.08], [-1.38, 2.21, -0.74], [-1.66, -0.11, -1.68], [2.03, -1.44, 3.06], [2.41, 0.00, 2.29], [0.68, -0.41, 2.53], [2.65, -1.44, 0.41], [1.61, -2.59, 1.03], [1.08, -0.93, -1.09], [-0.09, -1.91, -0.26], [-0.96, 0.07, 0.88], [0.60, 0.96, 0.57], [0.05, 0.98, -1.84], [-0.60, 2.98, -0.82], [-1.83, 2.16, 0.24], [-2.16, 2.41, -1.48], [-2.26, -0.48, -0.96], [-2.24, 0.29, -2.40]], "multiplicity": 1, "e_homo_ev": -9.087, "orbital_gap_ev": 10.228}


--- c ---
{"formula": "C6H15N", "method": "ωB97M-V/def2-TZVPD", "elements": ["C", "N", "C", "C", "C", "C", "C", "H", "H", "H", "H", "H", "H", "H", "H", "H", "H", "H", "H", "H", "H", "H"], "xyz": [[2.89, -1.53, -1.12], [1.11, 0.61, 1.59], [0.10, 0.22, 0.87], [-0.90, 1.26, 0.32], [-1.09, 1.16, -1.19], [-2.21, 1.06, 1.07], [-0.22, -1.28, 0.69], [2.20, -0.80, -0.69], [2.98, -1.45, -2.19], [3.84, -1.31, -0.65], [2.44, -2.48, -0.82], [1.23, 0.68, 0.43], [-0.47, 2.21, 0.60], [-0.51, 1.89, -1.76], [-0.81, 0.20, -1.64], [-2.11, 1.35, -1.54], [-2.65, 0.10, 0.89], [-2.95, 1.82, 0.90], [-2.07, 1.04, 2.15], [0.71, -1.77, 0.93], [-0.95, -1.51, 1.46], [-0.58, -1.47, -0.31]], "multiplicity": 1, "e_homo_ev": -7.868, "orbital_gap_ev": 8.745}


--- d ---
{"formula": "C6H15N", "method": "ωB97M-V/def2-TZVPD", "elements": ["C", "C", "C", "N", "C", "C", "C", "H", "H", "H", "H", "H", "H", "H", "H", "H", "H", "H", "H", "H", "H", "H"], "xyz": [[1.07, -2.35, -1.60], [-0.31, -2.18, -0.99], [-0.73, -0.73, -0.85], [-0.47, -0.24, 0.52], [-1.04, 1.09, 0.80], [-0.09, 2.31, 0.77], [1.24, 2.06, 1.46], [1.83, -1.88, -0.97], [1.45, -3.36, -1.71], [1.18, -1.83, -2.54], [-1.04, -2.75, -1.58], [-0.38, -2.73, -0.06], [-0.23, -0.10, -1.60], [-1.79, -0.59, -1.04], [0.54, -0.20, 0.63], [-1.79, 1.22, 0.04], [-1.56, 1.08, 1.75], [-0.70, 3.14, 1.10], [0.10, 2.48, -0.30], [1.75, 1.26, 0.94], [1.05, 1.69, 2.48], [1.88, 2.92, 1.58]], "multiplicity": 1, "e_homo_ev": -8.598, "orbital_gap_ev": 9.718}


The data favor b; the next most stable structure lies 0.270 eV above it.


--- a ---
{"formula": "C6H15N", "method": "ωB97M-V/def2-TZVPD", "elements": ["C", "N", "C", "C", "C", "C", "C", "H", "H", "H", "H", "H", "H", "H", "H", "H", "H", "H", "H", "H", "H", "H"], "xyz": [[-2.94, -3.29, 0.71], [-0.80, -0.48, 0.24], [0.05, 0.34, -0.36], [0.74, 1.44, 0.48], [1.43, 2.45, -0.43], [1.73, 0.72, 1.40], [0.43, 0.01, -1.81], [-3.15, -4.13, 0.06], [-3.93, -2.83, 0.80], [-2.25, -2.56, 0.28], [-2.47, -3.56, 1.65], [-1.20, 0.51, -0.35], [-0.05, 1.89, 1.06], [2.00, 3.18, 0.14], [0.82, 2.96, -1.18], [2.18, 1.87, -1.00], [2.37, 0.13, 0.73], [2.34, 1.45, 1.93], [1.15, 0.08, 2.06], [1.41, -0.46, -1.86], [0.46, 0.94, -2.38], [-0.34, -0.66, -2.18]], "multiplicity": 1, "e_homo_ev": -7.932, "orbital_gap_ev": 8.739}


--- b ---
{"formula": "C6H15N", "method": "ωB97M-V/def2-TZVPD", "elements": ["C", "C", "C", "C", "H", "H", "H", "H", "H", "H", "H", "H", "C", "C", "N", "H", "H", "H", "H", "H", "H", "H"], "xyz": [[-1.24, -1.49, 1.77], [-0.10, -0.83, 1.45], [0.27, 0.53, 1.99], [1.76, 0.62, 2.43], [-1.47, -2.48, 1.34], [-1.94, -1.08, 2.47], [0.58, -1.33, 0.78], [0.07, 1.30, 1.23], [-0.40, 0.78, 2.83], [2.43, 0.39, 1.57], [2.01, 1.64, 2.79], [1.97, -0.11, 3.22], [-0.46, -0.86, -2.81], [0.08, 0.53, -2.47], [-1.03, 1.39, -1.98], [-1.27, -0.79, -3.56], [0.33, -1.55, -3.20], [-0.88, -1.36, -1.90], [0.90, 0.45, -1.74], [0.47, 1.02, -3.37], [-1.42, 0.97, -1.09], [-0.66, 2.27, -1.75]], "multiplicity": 1, "e_homo_ev": -9.347, "orbital_gap_ev": 10.372}


--- c ---
{"formula": "C6H15N", "method": "ωB97M-V/def2-TZVPD", "elements": ["C", "C", "C", "C", "C", "C", "N", "H", "H", "H", "H", "H", "H", "H", "H", "H", "H", "H", "H", "H", "H", "H"], "xyz": [[2.22, 0.84, -1.26], [0.73, 1.15, -0.85], [0.30, 0.18, 0.26], [0.59, 0.83, 1.64], [-1.05, -0.48, 0.30], [-1.17, -1.88, 0.88], [-1.73, -0.46, -1.10], [2.70, 1.84, -1.18], [2.42, 0.58, -2.28], [2.65, 0.26, -0.45], [0.01, 1.11, -1.67], [0.78, 2.12, -0.34], [0.89, -0.76, 0.27], [0.17, 0.08, 2.35], [1.59, 0.98, 2.08], [-0.05, 1.69, 1.89], [-1.72, 0.17, 0.86], [-0.33, -2.54, 0.60], [-1.02, -1.91, 1.97], [-2.21, -2.23, 0.86], [-2.43, -1.14, -0.85], [-0.99, -0.80, -1.73]], "multiplicity": 1, "e_homo_ev": -9.413, "orbital_gap_ev": 10.494}


The data favor b; the next most stable structure lies 0.522 eV above it.